1.
{
  "formula": "C20H22BeN5O4S",
  "method": "ωB97M-V/def2-TZVPD",
  "gap_ev": 6.890,
  "relative_energy_kcal_mol": 0.1,
  "lumo_energy_ev": -3.44,
  "multiplicity": 1,
  "e_tot_ha": -1763.05991,
  "charge": 1,
  "species": ["S", "O", "O", "O", "O", "N", "N", "N", "N", "N", "C", "C", "C", "C", "C", "C", "C", "C", "C", "C", "C", "C", "C", "C", "C", "C", "C", "C", "C", "C", "Be", "H", "H", "H", "H", "H", "H", "H", "H", "H", "H", "H", "H", "H", "H", "H", "H", "H", "H", "H", "H", "H", "H"],
  "coordinates": [[3.561, 1.525, 0.414], [1.330, 3.166, -2.055], [-0.576, -5.524, 1.721], [0.209, 1.324, -1.417], [-5.897, -3.020, -0.366], [0.032, -0.797, 0.506], [-0.173, 2.116, 0.918], [5.576, 0.692, -1.082], [-2.106, 0.235, -0.286], [3.952, 1.855, -2.196], [1.469, -2.497, 1.315], [4.402, 1.355, -1.050], [-3.477, -1.699, -0.048], [-4.571, -0.988, -0.524], [0.416, -3.404, 1.337], [0.483, 3.007, 0.167], [4.631, 1.734, -3.470], [-4.397, 0.346, -0.881], [0.645, 4.517, 1.981], [-5.929, -1.638, -0.632], [-3.151, 0.921, -0.752], [0.907, 4.225, 0.654], [-0.025, 3.586, 2.768], [0.642, -4.818, 1.787], [0.723, 2.503, -1.241], [-0.845, -2.973, 0.935], [-0.994, -1.665, 0.526], [-0.421, 2.391, 2.202], [-2.260, -1.054, 0.056], [1.243, -1.200, 0.896], [-0.451, 0.748, -0.113], [2.464, -2.789, 1.622], [-0.944, 1.634, 2.772], [-5.893, -3.512, -1.192], [-0.436, -6.430, 2.014], [1.042, -4.797, 2.807], [-6.357, -1.416, -1.613], [1.442, 4.896, -0.003], [2.033, -0.455, 0.864], [-0.236, 3.782, 3.809], [-6.584, -1.174, 0.111], [1.405, -5.268, 1.141], [4.776, 0.687, -3.747], [-1.676, -3.661, 0.948], [-5.220, 0.934, -1.264], [5.599, 2.241, -3.462], [-2.964, 1.950, -1.031], [4.013, 2.203, -4.230], [5.969, 0.420, -0.198], [0.966, 5.457, 2.409], [-3.594, -2.736, 0.229], [3.068, 2.349, -2.167], [6.177, 0.714, -1.887]],
  "atomic_forces_ev_per_a": [[-0.014, 0.015, 0.012], [-0.014, -0.004, 0.028], [-0.003, -0.001, -0.001], [-0.003, 0.001, 0.017], [0.013, -0.002, -0.005], [-0.009, -0.003, 0.000], [-0.012, 0.001, 0.023], [-0.006, 0.006, -0.008], [-0.003, -0.001, 0.008], [-0.028, 0.005, -0.008], [-0.026, -0.016, 0.009], [0.033, 0.010, 0.021], [0.021, -0.006, 0.000], [-0.007, 0.011, 0.000], [0.003, 0.014, -0.006], [0.023, 0.017, 0.011], [0.005, -0.004, -0.003], [-0.003, -0.013, 0.003], [-0.006, -0.009, 0.010], [-0.008, 0.001, 0.011], [0.008, 0.002, 0.001], [-0.002, -0.010, -0.006], [0.003, 0.014, 0.003], [0.002, 0.001, 0.004], [0.026, -0.015, -0.058], [-0.003, 0.011, -0.005], [0.024, -0.041, 0.013], [-0.001, -0.009, -0.020], [-0.034, 0.021, -0.014], [0.010, 0.038, 0.044], [0.003, 0.014, -0.021], [0.003, 0.004, -0.001], [0.000, -0.001, 0.001], [-0.007, -0.001, 0.000], [0.002, 0.000, 0.001], [0.002, -0.001, 0.000], [0.002, -0.002, -0.002], [0.000, -0.001, -0.002], [0.020, -0.043, -0.072], [0.001, 0.001, 0.000], [-0.002, 0.006, -0.006], [0.001, 0.002, 0.000], [0.000, 0.001, 0.002], [-0.001, 0.001, 0.001], [-0.001, -0.001, -0.001], [0.000, 0.003, -0.001], [-0.001, 0.000, 0.000], [-0.001, 0.001, 0.001], [-0.006, -0.003, 0.001], [-0.001, 0.000, 0.002], [0.000, 0.000, 0.001], [-0.001, -0.011, 0.007], [0.001, -0.003, 0.001]]
}


2.
{
  "formula": "C8H21ClIIrO2P2",
  "method": "ωB97M-V/def2-TZVPD",
  "gap_ev": [6.085, 5.192],
  "lumo_energy_ev": [-8.14, -10.33],
  "multiplicity": 5,
  "e_tot_ha": -2011.99784,
  "charge": 2,
  "species": ["Ir", "I", "Cl", "P", "P", "O", "O", "C", "C", "C", "C", "C", "C", "C", "C", "H", "H", "H", "H", "H", "H", "H", "H", "H", "H", "H", "H", "H", "H", "H", "H", "H", "H", "H", "H", "H"],
  "coordinates": [[-1.480, -0.132, -0.626], [4.978, -0.295, -0.356], [-3.674, -0.081, -0.005], [-0.568, 0.326, 2.806], [-0.693, 0.001, -2.578], [1.553, 0.509, -0.250], [-0.590, -0.058, 1.366], [0.831, 1.259, 3.568], [-0.997, -1.571, -3.407], [0.757, -0.338, -0.451], [-0.518, -1.201, 3.876], [0.941, 0.479, -3.324], [-1.745, 1.316, -3.242], [-1.986, 1.349, 3.158], [3.390, -1.436, -0.556], [-1.620, 2.361, 3.026], [1.726, -0.261, -3.096], [-1.254, -1.952, 3.493], [-1.554, 1.345, -4.321], [3.686, -1.794, 0.455], [-2.320, 1.171, 4.161], [0.798, 0.483, -4.448], [-1.457, 2.271, -2.752], [2.452, -2.049, -0.675], [-1.100, -1.386, -4.483], [0.500, -1.633, 3.915], [1.818, 0.876, 3.247], [0.699, 2.316, 3.274], [3.770, -1.573, -1.589], [-2.737, 1.053, 2.414], [0.745, 1.180, 4.664], [1.266, 1.482, -3.016], [-0.137, -2.236, -3.219], [-1.892, -1.967, -2.960], [-2.773, 1.056, -2.962], [-0.818, -0.870, 4.894]],
  "atomic_forces_ev_per_a": [[-0.194, 0.022, 4.585], [2.205, 3.363, 0.442], [0.530, -0.072, -0.427], [0.312, -0.797, 4.086], [1.159, 0.751, -4.592], [-1.895, -1.786, -0.634], [0.267, -0.264, -1.604], [-0.144, 0.160, -1.174], [0.564, 0.371, -0.239], [1.790, 1.797, 0.591], [-0.856, 0.419, -0.537], [0.010, -0.100, -0.326], [0.105, 0.032, 0.142], [0.364, -0.685, -0.743], [-1.101, -2.330, -0.334], [-0.453, 0.350, -0.029], [-0.317, 0.306, -0.045], [0.666, 0.580, 0.407], [-0.463, 0.238, 0.123], [-0.121, -1.523, -0.734], [-0.339, 0.134, 0.534], [-0.017, -0.051, 1.268], [-0.216, -0.545, -0.425], [-0.250, 1.757, 0.284], [-0.084, -0.278, 0.187], [-0.545, 0.270, -0.110], [-0.493, 0.247, 0.187], [0.415, -0.391, 0.182], [-0.009, -1.618, 0.336], [-0.076, 0.400, 0.358], [-0.098, -0.067, -0.445], [-0.113, -0.309, 0.007], [-0.440, 0.143, -0.087], [-0.414, -0.511, -0.183], [0.027, 0.346, -0.483], [0.223, -0.359, -0.571]]
}


3.
{
  "formula": "C6H11NS",
  "method": "ωB97M-V/def2-TZVPD",
  "gap_ev": 7.234,
  "relative_energy_kcal_mol": 72.1,
  "lumo_energy_ev": -0.07,
  "multiplicity": 1,
  "e_tot_ha": -688.03439,
  "charge": 0,
  "species": ["S", "N", "C", "C", "C", "C", "C", "C", "H", "H", "H", "H", "H", "H", "H", "H", "H", "H", "H"],
  "coordinates": [[0.384, -0.519, 2.424], [-0.482, -0.277, -1.272], [-2.625, 1.894, -1.221], [2.690, -1.934, 1.988], [-1.127, 2.069, -0.960], [1.919, -0.673, 1.943], [-0.297, 0.911, -1.315], [-0.319, -1.533, -1.302], [-0.957, 2.234, 0.112], [-3.166, 2.752, -0.832], [-2.815, 1.812, -2.290], [-0.567, -2.096, -2.183], [3.575, -1.800, 2.614], [-0.015, -2.046, -0.407], [2.436, 0.197, 1.553], [-3.000, 0.993, -0.735], [2.082, -2.743, 2.385], [3.041, -2.193, 0.988], [-0.758, 2.951, -1.491]],
  "atomic_forces_ev_per_a": [[0.283, 0.062, -0.123], [0.640, 0.600, -0.265], [0.144, -0.054, 0.058], [0.098, -0.196, 0.040], [-0.579, 0.181, 0.029], [-0.676, 0.130, 0.146], [0.432, 0.388, 0.036], [-0.429, -1.112, 0.198], [0.101, 0.038, -0.127], [-0.148, 0.065, -0.026], [-0.074, -0.007, -0.030], [-0.116, -0.023, -0.229], [0.078, -0.014, -0.008], [0.079, -0.046, 0.205], [0.097, 0.081, -0.058], [-0.028, 0.005, 0.012], [0.024, -0.040, 0.005], [0.059, 0.002, -0.055], [0.015, -0.061, 0.193]]
}


4.
{
  "formula": "C3H24NO10",
  "method": "ωB97M-V/def2-TZVPD",
  "gap_ev": 9.006,
  "relative_energy_kcal_mol": 40.2,
  "lumo_energy_ev": 2.90,
  "multiplicity": 1,
  "e_tot_ha": -935.84755,
  "charge": -1,
  "species": ["O", "O", "O", "O", "O", "O", "O", "O", "O", "O", "N", "C", "C", "C", "H", "H", "H", "H", "H", "H", "H", "H", "H", "H", "H", "H", "H", "H", "H", "H", "H", "H", "H", "H", "H", "H", "H", "H"],
  "coordinates": [[-0.139, 0.287, -2.511], [-2.557, -0.549, -2.799], [0.660, 0.344, -0.160], [2.377, 2.132, 3.748], [-1.056, 1.521, 1.426], [0.377, -2.001, 2.825], [2.043, 2.586, 0.329], [-0.979, 3.264, 3.523], [-3.872, 1.026, -1.368], [0.976, -1.778, -3.857], [0.154, -2.977, -0.518], [1.408, -0.876, -0.306], [-0.205, -1.730, 1.557], [0.844, -2.134, 0.397], [-1.660, 0.003, -2.608], [-0.361, 1.010, 0.931], [-0.022, 3.543, 3.710], [1.486, -1.170, -1.383], [0.199, 0.541, -3.344], [2.940, 2.376, -0.014], [-0.497, -0.630, 1.390], [1.810, -2.720, 0.643], [-0.694, -2.583, -0.974], [1.072, -1.295, 2.905], [0.206, 0.378, -1.294], [-1.029, 2.887, 2.659], [-1.865, 1.639, 0.966], [1.689, 1.703, 0.656], [1.418, 2.310, 3.748], [-2.337, -1.292, -2.194], [-3.299, 0.650, -2.080], [-4.664, 0.545, -1.350], [-1.045, -2.392, 1.417], [0.587, -2.916, -1.418], [0.860, -0.925, -3.421], [2.623, 1.885, 2.877], [2.447, -0.702, 0.047], [0.104, -1.959, -4.153]],
  "atomic_forces_ev_per_a": [[-1.248, -0.585, 1.631], [2.251, -0.215, 0.519], [-0.059, -1.735, -2.065], [-0.753, 0.419, 1.669], [1.306, 0.144, 1.399], [0.751, 1.609, 0.270], [0.930, -1.040, 0.745], [2.018, 1.575, 2.454], [1.453, 1.980, 0.398], [1.480, -0.272, -0.116], [-2.032, -0.895, -2.214], [0.411, 0.634, 0.164], [1.928, 0.287, -1.365], [0.225, 1.224, 0.626], [-0.721, -1.029, -0.932], [-0.877, 0.523, -0.550], [-2.354, -0.493, -0.845], [0.096, 0.541, 0.675], [0.604, 1.274, -0.839], [-0.997, 0.152, 0.301], [0.293, -2.157, 0.603], [-1.756, 0.689, 0.656], [-0.208, 0.261, 1.749], [-0.931, -1.099, 0.293], [0.896, 0.825, 0.716], [0.441, -0.904, -1.402], [-0.814, -0.255, -1.196], [0.228, 1.215, -1.268], [0.682, -0.415, -0.298], [-0.630, 0.533, -0.549], [-0.840, -0.381, 0.606], [-1.429, -1.086, -0.170], [-0.331, -0.091, 0.204], [1.677, -0.685, -0.575], [-0.116, -0.093, 0.604], [0.053, -0.107, -1.413], [-0.321, 0.034, -0.023], [-1.305, -0.384, -0.462]]
}


5.
{
  "formula": "C4H4OSe",
  "method": "ωB97M-V/def2-TZVPD",
  "gap_ev": 9.008,
  "relative_energy_kcal_mol": 0.0,
  "smiles": "[SeH]c1ccco1",
  "lumo_energy_ev": 0.77,
  "multiplicity": 1,
  "e_tot_ha": -2631.43960,
  "charge": 0,
  "species": ["Se", "O", "C", "C", "C", "C", "H", "H", "H", "H"],
  "coordinates": [[-2.736, 0.085, 0.084], [-0.200, -1.174, -0.065], [0.084, 1.091, -0.146], [1.104, -0.893, -0.121], [1.346, 0.441, -0.172], [-0.866, 0.130, -0.077], [-2.717, -1.028, 1.004], [-0.094, 2.147, -0.194], [2.302, 0.927, -0.206], [1.776, -1.727, -0.105]],
  "atomic_forces_ev_per_a": [[-0.122, 0.386, -0.491], [-1.600, 2.252, -0.076], [-0.630, -0.348, -0.033], [0.644, 0.588, 0.026], [0.271, -0.425, -0.091], [1.289, -2.095, 0.229], [0.019, -0.299, 0.363], [-0.094, 0.196, 0.119], [0.145, -0.052, -0.054], [0.079, -0.204, 0.009]]
}


6.
{
  "formula": "C25H38N2O3",
  "method": "ωB97M-V/def2-TZVPD",
  "gap_ev": 8.808,
  "relative_energy_kcal_mol": 45.5,
  "smiles": "COCC[C@H]1CCCCN1C(=O)c1cccc(OC2CCN(C3CCCC3)CC2)c1",
  "lumo_energy_ev": 0.74,
  "multiplicity": 1,
  "e_tot_ha": -1310.65368,
  "charge": 0,
  "species": ["O", "O", "O", "N", "N", "C", "C", "C", "C", "C", "C", "C", "C", "C", "C", "C", "C", "C", "C", "C", "C", "C", "C", "C", "C", "C", "C", "C", "C", "C", "H", "H", "H", "H", "H", "H", "H", "H", "H", "H", "H", "H", "H", "H", "H", "H", "H", "H", "H", "H", "H", "H", "H", "H", "H", "H", "H", "H", "H", "H", "H", "H", "H", "H", "H", "H", "H", "H"],
  "coordinates": [[-3.577, 2.408, 1.685], [-1.817, -2.234, -0.235], [1.027, 0.016, -0.063], [5.177, 0.121, -0.910], [-4.383, 0.476, 0.844], [4.481, -1.145, -0.895], [-5.553, 0.517, 1.696], [-6.820, 0.498, 0.847], [2.240, 0.000, -0.800], [-1.322, 1.949, -2.143], [4.343, 1.184, -1.416], [-5.557, -0.775, -0.889], [3.002, 1.321, -0.684], [-6.822, -0.746, -0.035], [7.422, -0.340, 0.023], [5.652, 0.150, 1.626], [-3.471, 1.472, 0.912], [6.084, 0.429, 0.173], [-2.317, 1.374, -0.043], [-4.281, -0.663, -0.043], [-0.054, 0.694, -0.533], [-0.892, -2.968, -0.987], [-0.151, 1.303, -1.779], [-3.963, -1.953, 0.739], [7.864, -0.728, 1.441], [-1.148, 0.739, 0.333], [-3.060, -2.876, -0.073], [3.101, -1.117, -0.213], [-2.403, 1.994, -1.287], [6.981, 0.107, 2.369], [-3.426, -1.685, 1.650], [-5.487, 1.432, 2.287], [-1.250, -3.136, -2.011], [4.896, 2.124, -1.366], [6.893, -0.328, 3.364], [-3.310, 2.505, -1.572], [-7.701, -0.750, -0.683], [-3.508, -3.091, -1.057], [2.606, -2.080, -0.353], [-7.697, 0.510, 1.496], [-4.871, -2.489, 1.011], [-0.682, -3.942, -0.525], [8.163, 0.292, -0.465], [-1.382, 2.423, -3.112], [-1.062, 0.257, 1.293], [3.194, -0.939, 0.857], [4.143, 0.968, -2.473], [7.279, -1.217, -0.606], [5.173, -0.826, 1.700], [-5.582, 0.067, -1.583], [0.671, 1.286, -2.478], [2.422, 2.141, -1.111], [3.168, 1.538, 0.372], [7.385, 1.116, 2.468], [-6.845, 1.392, 0.221], [4.973, 0.909, 2.012], [2.039, -0.223, -1.859], [0.019, -2.373, -1.010], [8.924, -0.542, 1.607], [-6.873, -1.637, 0.596], [7.678, -1.788, 1.619], [-5.517, -1.694, -1.477], [4.338, -1.449, -1.941], [5.112, -1.893, -0.414], [-3.431, -0.480, -0.707], [6.299, 1.500, 0.095], [-2.926, -3.835, 0.453], [-5.544, -0.345, 2.374]],
  "atomic_forces_ev_per_a": [[0.142, 0.260, 0.087], [-0.179, 0.150, 0.181], [-0.111, -0.140, 0.110], [-0.068, 0.202, -0.185], [-0.168, -0.048, 0.026], [-0.095, -0.042, 0.032], [-0.271, 0.411, 0.142], [0.092, -0.286, 0.127], [0.466, 0.095, 0.040], [-0.171, 0.025, 0.018], [-0.151, 0.088, 0.065], [0.071, -0.085, 0.158], [-0.110, -0.179, -0.244], [0.005, 0.223, -0.155], [0.020, 0.015, 0.143], [0.156, 0.262, -0.036], [0.047, 0.003, -0.005], [0.128, -0.182, 0.055], [0.363, 0.233, -0.024], [0.157, -0.329, -0.303], [-0.303, 0.143, 0.017], [0.042, -0.084, -0.094], [0.343, -0.174, 0.012], [0.275, -0.019, -0.389], [0.154, 0.072, 0.000], [0.038, 0.074, -0.091], [-0.200, -0.088, 0.160], [-0.102, 0.165, -0.234], [-0.068, -0.015, 0.003], [-0.096, -0.157, 0.058], [-0.040, -0.048, 0.089], [0.004, -0.215, -0.009], [0.029, 0.003, 0.026], [-0.006, -0.036, -0.077], [0.034, 0.078, 0.067], [-0.093, 0.063, -0.028], [-0.017, -0.091, 0.025], [0.037, -0.015, 0.043], [-0.034, -0.040, 0.022], [-0.028, 0.056, 0.015], [-0.031, -0.048, 0.091], [0.015, 0.024, -0.017], [0.010, -0.008, -0.100], [0.002, 0.039, -0.064], [0.011, -0.094, 0.144], [0.003, -0.001, 0.063], [-0.023, 0.124, -0.029], [-0.013, 0.004, -0.072], [-0.083, -0.086, -0.003], [0.024, -0.004, -0.081], [0.098, -0.014, -0.009], [-0.023, 0.044, 0.020], [-0.023, 0.014, 0.067], [0.016, 0.066, 0.047], [-0.018, 0.082, 0.011], [-0.138, -0.034, 0.017], [-0.021, 0.025, 0.091], [0.076, -0.055, -0.063], [0.045, -0.096, 0.041], [-0.066, -0.065, 0.025], [0.029, -0.039, 0.028], [0.032, -0.018, -0.089], [0.015, -0.127, 0.062], [0.009, -0.077, -0.071], [-0.194, -0.058, 0.095], [-0.032, -0.047, 0.018], [-0.020, 0.083, -0.098], [0.003, 0.014, 0.029]]
}


What is the formula in the fourth record?
C3H24NO10